*w*
Entry from the OMol25 dataset: a 5-piece molecular cluster, C3H16NO3S overall (ωB97M-V/def2-TZVPD).

Summary:
highest occupied orbital energy: -14.357 eV
frontier orbital gap: 5.0 eV
LUMO level: -9.4 eV
molar mass: 146.232 g mol⁻¹
net charge: +1

XYZ file:
```
24
C3H16NO3S | the OMol25 dataset | ωB97M-V/def2-TZVPD
C -3.415 -0.519 0.599
C -1.941 -0.238 0.453
C -1.698 -0.099 -1.079
S -0.199 0.804 -1.452
N -1.070 -1.211 1.067
H -3.750 -1.516 0.355
H -3.836 -0.356 1.608
H -3.959 0.151 -0.009
H -1.740 0.691 0.939
H -2.538 0.379 -1.567
H -1.588 -1.127 -1.446
H 3.077 4.374 -0.761
H 2.845 5.101 -0.722
H -0.834 -1.998 0.470
H -0.111 -0.842 1.197
H 3.355 -0.718 -0.166
H 4.441 -0.606 0.990
O 3.500 -0.468 0.751
H 1.902 0.538 1.837
H 1.077 0.966 0.598
O 1.011 0.726 1.510
H 1.319 -0.666 -1.677
H 2.228 -1.969 -2.128
O 1.924 -1.396 -1.367
```



*x*
Entry from the OMol25 dataset: a 4-piece molecular cluster, C3H16NO3S overall (ωB97M-V/def2-TZVPD).

Summary:
highest occupied orbital energy: -12.786 eV
frontier orbital gap: 9.8 eV
LUMO level: -2.9 eV
molar mass: 146.232 g mol⁻¹
net charge: +1

XYZ file:
```
24
C3H16NO3S | the OMol25 dataset | ωB97M-V/def2-TZVPD
C -2.556 0.043 0.471
C -1.169 -0.481 0.224
C -0.088 0.550 0.390
S 1.616 -0.050 0.548
N -1.068 -1.710 1.124
H -2.807 0.955 -0.104
H -2.696 0.500 1.436
H -3.359 -0.668 0.400
H -1.166 -0.807 -0.962
H -0.121 1.311 -0.198
H -0.423 1.133 1.385
H 2.348 0.332 -0.505
H -0.175 -2.280 0.947
H -1.137 -1.423 2.143
H -1.850 -2.291 0.856
H 0.613 2.284 -2.205
H -0.360 1.857 -3.226
O -0.142 1.682 -2.276
H 0.757 -4.108 -1.016
H 1.537 -3.908 0.430
O 0.628 -3.782 0.032
H 0.302 4.061 -0.309
H 1.522 3.503 0.220
O 0.953 3.556 -0.560
```



Among the structures above, stability is smallest for *w*.